Run 1
Here is a cluster of 2 separate species, C2H3F2P in total from the OMol25 dataset. Energies are from ωB97M-V with the def2-TZVPD basis set.

Geometry (Å):
C  1.387  0.326  0.386
C  0.348  -0.389  -0.104
F  -1.948  -1.530  -0.323
F  -2.426  1.945  -0.616
P  -1.278  -0.386  0.626
H  2.164  0.257  -0.346
H  1.151  0.836  1.319
H  0.601  -1.058  -0.941

* Kohn-Sham gap (spin up / spin down): 0.330 / 0.230 hartree
* LUMO level (spin up / spin down): -0.087 / -0.103 Ha
* charge: 0

Here are the Löwdin charges for atoms 1 to 2, given in e: C -0.007; C -0.429


Run 2
Here is a cluster of 2 separate species, C2H3F2P in total from the OMol25 dataset. Energies are from ωB97M-V with the def2-TZVPD basis set.

Geometry (Å):
F  1.532  0.249  1.752
C  0.871  0.448  0.611
P  0.744  1.071  -0.931
C  -0.570  0.590  0.357
H  -1.157  -0.227  0.234
H  -1.102  1.427  0.855
F  0.150  -1.897  -1.065
H  -0.468  -1.661  -1.811

* Kohn-Sham gap: 0.335 hartree
* LUMO level: 0.008 Ha
* charge: 0

Here are the Löwdin charges for atoms 1 to 2, given in e: F 0.040; C -0.656


Which structure wins on stability? run 2 wins.


Run 1
Here is a cluster of 2 separate species, C3H8N5 in total from the OMol25 dataset. Energies are from ωB97M-V with the def2-TZVPD basis set.

Geometry (Å):
C  -0.793  -0.851  0.518
C  -0.364  -0.628  1.868
C  -0.057  1.498  -1.662
N  -1.022  2.503  1.498
N  -0.699  1.923  0.610
N  -1.531  -1.277  -0.284
N  -0.474  1.180  -0.322
N  -1.880  -1.209  -1.550
H  -0.949  0.234  2.309
H  -0.327  -1.563  2.418
H  0.755  -0.242  1.953
H  1.018  1.762  -1.537
H  -0.081  0.433  -2.160
H  -0.540  2.268  -2.217
H  -2.365  -2.056  -2.026
H  -1.742  -0.399  -2.101

* Kohn-Sham gap: 0.358 hartree
* LUMO level: -0.161 Ha
* charge: +1

Here are the Löwdin charges for atoms 1 to 2, given in e: C -0.038; C -0.030


Run 2
Here is a cluster of 2 separate species, C3H8N5 in total from the OMol25 dataset. Energies are from ωB97M-V with the def2-TZVPD basis set.

Geometry (Å):
C  0.768  -0.012  -1.933
C  -1.514  0.212  -1.605
C  1.063  0.051  -0.553
N  -0.423  0.014  -2.444
N  -2.638  -0.081  -2.174
N  1.589  -0.117  0.486
N  -3.805  0.150  -1.656
N  2.660  -0.226  3.158
H  1.498  -0.209  -2.614
H  -1.590  0.595  -0.578
H  2.221  0.254  2.410
H  3.142  0.567  3.588
H  -4.557  -0.372  -2.106
H  -3.788  0.627  -0.784
H  2.100  -0.481  3.951
H  3.272  -0.971  2.854

* Kohn-Sham gap (spin up / spin down): 0.278 / 0.278 hartree
* LUMO level (spin up / spin down): -0.139 / -0.139 Ha
* charge: +1

Here are the Löwdin charges for atoms 1 to 2, given in e: C -0.150; C -0.245


Which structure wins on stability? run 2 wins.


Run 1
Here is an isolated molecule of C3H3N3OS from the OMol25 dataset. Energies are from ωB97M-V with the def2-TZVPD basis set.

Geometry (Å):
N  -1.605  0.304  0.524
C  -0.324  -0.021  0.121
C  0.301  -1.124  0.688
O  1.625  -1.126  0.471
N  2.334  -0.209  -0.180
N  1.763  0.661  -0.951
C  0.335  0.859  -0.848
S  -0.389  1.982  -1.752
H  -2.041  1.174  -0.122
H  -2.128  -0.516  0.766
H  0.131  -1.984  1.283

* Kohn-Sham gap: 0.280 hartree
* LUMO level: -0.036 Ha
* charge: 0

Here are the Löwdin charges for atoms 1 to 2, given in e: N 0.054; C -0.344


Run 2
Here is an isolated molecule of C3H3N3OS from the OMol25 dataset. Energies are from ωB97M-V with the def2-TZVPD basis set.

Geometry (Å):
H  -0.457  -2.735  -0.281
N  0.563  -2.368  -0.159
C  0.504  -1.091  0.006
N  1.781  -0.299  0.050
C  1.442  0.972  -0.008
C  -0.005  1.135  -0.129
O  -0.663  2.183  -0.166
N  -0.506  -0.161  0.146
S  -2.222  -0.478  -0.033
H  2.030  1.947  0.081
H  -2.466  0.893  0.494

* Kohn-Sham gap: 0.308 hartree
* LUMO level: -0.047 Ha
* charge: 0

Here are the Löwdin charges for atoms 1 to 2, given in e: H 0.077; N 0.159


Run 3
Here is an isolated molecule of C3H3N3OS from the OMol25 dataset. Energies are from ωB97M-V with the def2-TZVPD basis set.

Geometry (Å):
S  3.032  -0.074  -0.144
N  1.509  -0.978  -0.151
C  0.259  -0.542  -0.062
C  -0.149  0.918  0.062
C  -1.522  1.089  0.006
N  -2.434  -0.071  -0.394
N  -2.097  -1.302  -0.213
O  -0.670  -1.519  0.319
H  3.740  -1.098  -0.069
H  0.540  1.698  0.478
H  -2.208  1.879  0.168

* Kohn-Sham gap: 0.293 hartree
* LUMO level: -0.036 Ha
* charge: 0

Here are the Löwdin charges for atoms 1 to 2, given in e: S 0.724; N -0.287


Which structure wins on stability? run 2 wins.


Run 1
Here is a cluster of 2 separate species, C5H5N2O4S in total from the OMol25 dataset. Energies are from ωB97M-V with the def2-TZVPD basis set.

Geometry (Å):
C  -1.881  -1.134  1.138
C  -1.484  0.012  0.509
C  0.592  1.513  0.521
C  -0.235  0.538  0.190
C  1.865  1.871  -0.354
N  -2.661  0.534  -0.063
N  -3.660  -0.172  0.321
O  0.649  -2.748  -0.053
O  2.450  -1.417  -1.067
O  0.546  -2.091  -2.508
O  -3.204  -1.200  1.083
S  1.065  -1.873  -1.152
H  -1.243  -1.661  1.786
H  0.511  2.285  1.387
H  1.687  1.866  -1.485
H  2.617  0.959  -0.298
H  2.384  2.717  0.045

* Kohn-Sham gap (spin up / spin down): 0.226 / 0.286 hartree
* LUMO level (spin up / spin down): 0.100 / 0.127 Ha
* charge: -1

Here are the Löwdin charges for atoms 1 to 2, given in e: C -0.082; C -0.323


Run 2
Here is a cluster of 2 separate species, C5H5N2O4S in total from the OMol25 dataset. Energies are from ωB97M-V with the def2-TZVPD basis set.

Geometry (Å):
C  3.623  -1.701  -0.570
C  2.608  -0.841  -0.118
C  -0.025  0.649  0.677
C  1.264  -0.897  -0.349
C  -1.280  0.475  0.020
N  3.262  0.020  0.752
N  4.475  -0.256  0.829
O  0.021  -0.777  -2.648
O  -0.904  -2.150  -0.850
O  1.181  -2.834  -1.952
O  4.767  -1.349  0.035
S  0.316  -1.718  -1.574
H  3.589  -2.542  -1.225
H  0.149  0.739  1.734
H  -2.157  0.844  0.564
H  -1.366  -0.636  -0.174
H  -1.259  0.856  -1.002

* Kohn-Sham gap (spin up / spin down): 0.288 / 0.273 hartree
* LUMO level (spin up / spin down): 0.130 / 0.109 Ha
* charge: -1

Here are the Löwdin charges for atoms 1 to 2, given in e: C -0.043; C -0.345


Which structure wins on stability? run 1 wins.


Run 1
Here is an isolated molecule of C2H3N3 from the OMol25 dataset. Energies are from ωB97M-V with the def2-TZVPD basis set.

Geometry (Å):
C  1.047  -0.121  -0.091
C  0.038  0.785  0.025
N  -1.071  0.007  0.243
N  -0.729  -1.301  0.221
N  0.534  -1.385  0.040
H  2.099  0.024  -0.273
H  0.052  1.868  0.059
H  -1.961  0.103  -0.218

* Kohn-Sham gap: 0.407 hartree
* LUMO level: 0.035 Ha
* charge: 0

Here are the Löwdin charges for atoms 1 to 2, given in e: C -0.159; C -0.104


Run 2
Here is a cluster of 2 separate species, C2H3N3 in total from the OMol25 dataset. Energies are from ωB97M-V with the def2-TZVPD basis set.

Geometry (Å):
N  -0.350  0.468  -1.324
N  -0.994  0.822  -0.375
N  -1.015  1.848  -1.349
H  -0.242  2.457  -1.093
C  0.518  -0.908  0.991
C  0.987  0.148  1.200
H  0.026  -1.798  1.071
H  1.534  0.984  1.585

* Kohn-Sham gap: 0.396 hartree
* LUMO level: 0.019 Ha
* charge: 0

Here are the Löwdin charges for atoms 1 to 2, given in e: N 0.064; N -0.065


Which structure wins on stability? run 1 wins.


Run 1
Here is an isolated molecule of C2H3N3 from the OMol25 dataset. Energies are from ωB97M-V with the def2-TZVPD basis set.

Geometry (Å):
C  -0.474  0.125  -1.253
N  -0.226  1.114  -0.421
C  0.149  0.578  0.717
N  0.169  -0.765  0.677
N  -0.217  -1.237  -0.503
H  -0.255  0.361  -2.320
H  0.374  1.129  1.607
H  0.480  -1.304  1.497

* Kohn-Sham gap: 0.369 hartree
* LUMO level: 0.031 Ha
* charge: 0

Here are the Löwdin charges for atoms 1 to 2, given in e: C -0.132; N 0.013


Run 2
Here is an isolated molecule of C2H3N3 from the OMol25 dataset. Energies are from ωB97M-V with the def2-TZVPD basis set.

Geometry (Å):
C  -0.037  -0.308  0.007
C  -1.160  0.675  0.059
N  -2.351  0.323  -0.046
N  -3.295  -0.281  0.004
N  1.121  0.200  0.003
H  -0.448  -1.404  -0.039
H  -0.996  1.650  -0.171
H  1.899  -0.412  -0.142

* Kohn-Sham gap: 0.341 hartree
* LUMO level: 0.021 Ha
* charge: 0

Here are the Löwdin charges for atoms 1 to 2, given in e: C -0.243; C -0.159


Run 3
Here is a structure of composition C2H3N3 from the OMol25 dataset. Energies are from ωB97M-V with the def2-TZVPD basis set.

Geometry (Å):
C  0.346  1.086  0.397
C  -0.389  -0.691  0.416
H  0.430  2.112  0.595
H  -0.735  -1.722  0.593
H  -0.103  -1.166  -1.646
N  0.038  0.167  1.273
N  -0.071  -0.516  -0.795
N  0.483  0.730  -0.833

* Kohn-Sham gap: 0.402 hartree
* LUMO level: 0.028 Ha
* charge: 0

Here are the Löwdin charges for atoms 1 to 2, given in e: C -0.307; C -0.312


Run 4
Here is an isolated molecule of C2H3N3 from the OMol25 dataset. Energies are from ωB97M-V with the def2-TZVPD basis set.

Geometry (Å):
C  1.093  -0.023  -0.249
N  0.698  -1.274  -0.253
N  -0.634  -1.315  -0.027
C  -1.032  -0.076  0.084
N  0.004  0.795  -0.043
H  2.004  -0.117  0.321
H  -2.051  0.210  0.290
H  -0.082  1.800  -0.122

* Kohn-Sham gap: 0.391 hartree
* LUMO level: 0.028 Ha
* charge: 0

Here are the Löwdin charges for atoms 1 to 2, given in e: C -0.217; N -0.015


Which structure wins on stability? run 3 wins.